[1]
Entry from the OMol25 dataset: 2 unconnected molecules or ions with the total composition C37H41N4O2 in a non-equilibrium geometry (ωB97M-V/def2-TZVPD).

Element x y z (Å)
C (4.138, -2.830, -3.145)
C (4.195, -3.067, -1.764)
C (3.732, -2.097, -0.873)
C (3.169, -0.894, -1.334)
C (2.682, 0.085, -0.276)
C (1.948, 1.236, -0.687)
N (2.208, 2.459, -0.069)
C (2.665, 2.559, 1.233)
C (3.015, 3.789, 1.761)
C (2.764, 4.957, 1.051)
C (2.189, 4.849, -0.222)
C (1.919, 3.614, -0.764)
O (2.924, -0.202, 0.932)
C (3.196, -0.638, -2.716)
C (3.620, -1.620, -3.619)
H (4.475, -3.598, -3.843)
H (4.615, -4.000, -1.373)
H (3.858, -2.247, 0.201)
H (1.654, 1.330, -1.730)
H (2.878, 1.620, 1.728)
H (3.511, 3.780, 2.732)
H (3.007, 5.927, 1.473)
H (1.975, 5.725, -0.825)
H (1.603, 3.471, -1.796)
H (2.925, 0.353, -3.082)
H (3.569, -1.433, -4.695)
C (-1.632, -5.519, 1.946)
N (-1.058, -4.685, 0.918)
C (-0.069, -5.138, 0.089)
O (0.558, -6.190, 0.202)
C (0.171, -4.047, -0.945)
C (-0.438, -4.451, -2.301)
C (0.345, -5.590, -2.923)
C (1.607, -5.323, -3.462)
C (2.450, -6.377, -3.824)
C (1.981, -7.693, -3.761)
C (0.678, -7.954, -3.317)
C (-0.154, -6.896, -2.942)
N (-0.469, -2.891, -0.308)
C (-0.206, -1.639, -0.752)
C (-0.915, -0.512, -0.344)
C (-0.728, 0.813, -0.722)
C (-1.667, 1.852, -0.399)
C (-1.632, 3.090, -1.092)
C (-2.563, 4.082, -0.854)
C (-3.633, 3.866, 0.062)
N (-4.545, 4.893, 0.345)
C (-5.966, 4.780, 0.043)
C (-4.255, 5.836, 1.415)
C (-3.708, 2.612, 0.711)
C (-2.722, 1.660, 0.535)
C (-1.451, -3.294, 0.716)
C (-2.905, -3.265, 0.208)
C (-1.342, -2.532, 2.043)
H (-1.234, -6.537, 1.847)
H (-1.384, -5.131, 2.946)
H (-2.728, -5.542, 1.849)
H (1.251, -3.865, -1.066)
H (-1.488, -4.751, -2.138)
H (-0.440, -3.572, -2.971)
H (1.941, -4.287, -3.540)
H (3.470, -6.162, -4.148)
H (2.624, -8.516, -4.078)
H (0.313, -8.978, -3.250)
H (-1.174, -7.081, -2.601)
H (0.555, -1.584, -1.536)
H (-1.785, -0.733, 0.276)
H (-0.075, 1.050, -1.557)
H (-0.890, 3.230, -1.876)
H (-2.529, 5.027, -1.401)
H (-6.114, 4.185, -0.866)
H (-6.522, 4.322, 0.877)
H (-6.356, 5.794, -0.113)
H (-3.171, 5.937, 1.545)
H (-4.692, 6.807, 1.154)
H (-4.704, 5.504, 2.364)
H (-4.558, 2.405, 1.367)
H (-2.810, 0.719, 1.074)
H (-3.069, -4.048, -0.550)
H (-3.573, -3.462, 1.060)
H (-3.154, -2.283, -0.214)
H (-0.360, -2.724, 2.496)
H (-1.467, -1.458, 1.899)
H (-2.140, -2.887, 2.710)

Properties
total charge = +1
highest occupied orbital energy = -9.939 eV
E_tot = -1803.720920 Eh
E_LUMO = -4.31 eV
orbital gap = 5.625 eV

Here are the Mulliken charges for atoms 1 to 8, given in e: C -0.5618; C -0.4100; C -0.5073; C -0.0054; C 0.7525; C -1.3078; N 0.3484; C -0.3058

[2]
Entry from the OMol25 dataset: 2 unconnected molecules or ions with the total composition C21H25BCl3FN2O4S (ωB97M-V/def2-TZVPD).

Element x y z (Å)
C (-4.416, 0.895, -1.774)
C (-3.077, 0.840, -2.534)
C (-2.129, -0.185, -1.900)
F (-2.182, -1.399, -2.572)
C (-0.703, 0.267, -1.726)
C (-0.316, 0.703, -0.454)
C (0.982, 1.143, -0.203)
C (1.909, 1.164, -1.220)
C (1.561, 0.729, -2.500)
C (2.707, 0.786, -3.501)
C (3.645, -0.459, -3.465)
C (3.222, -1.577, -2.532)
Cl (3.933, -1.168, -5.090)
C (0.255, 0.287, -2.772)
B (-0.126, -0.161, -4.239)
O (-1.377, 0.115, -4.784)
O (0.755, -0.867, -5.013)
C (0.837, -0.393, -6.364)
N (1.383, 1.604, 1.100)
C (0.974, 0.716, 2.139)
C (1.892, 0.308, 3.101)
C (1.479, -0.530, 4.130)
O (2.318, -0.976, 5.133)
N (3.670, -0.443, 5.046)
O (4.405, -1.253, 4.678)
C (0.162, -0.974, 4.215)
C (-0.742, -0.600, 3.236)
C (-0.333, 0.242, 2.209)
S (-1.444, 0.768, 0.929)
H (-4.973, 1.766, -2.110)
H (-4.278, 0.906, -0.698)
H (-5.001, 0.028, -2.071)
H (-2.613, 1.822, -2.568)
H (-3.315, 0.520, -3.539)
H (-2.538, -0.387, -0.916)
H (2.905, 1.510, -0.992)
H (3.317, 1.618, -3.160)
H (2.381, 1.024, -4.505)
H (4.618, -0.118, -3.131)
H (2.233, -1.953, -2.770)
H (3.940, -2.387, -2.627)
H (3.249, -1.256, -1.494)
H (-1.467, 1.043, -5.021)
H (0.590, 0.666, -6.437)
H (0.173, -0.962, -7.006)
H (1.860, -0.490, -6.703)
H (0.964, 2.517, 1.255)
H (2.907, 0.661, 3.041)
H (-0.155, -1.611, 5.024)
H (-1.768, -0.932, 3.244)
Cl (-1.474, -2.086, 7.472)
C (-2.096, -0.453, 7.819)
C (-3.522, -0.283, 7.360)
Cl (-3.641, -0.314, 5.584)
H (-1.437, 0.264, 7.334)
H (-2.033, -0.307, 8.896)
H (-3.904, 0.680, 7.695)
H (-4.166, -1.066, 7.753)

Properties
total charge = 0
highest occupied orbital energy = -8.230 eV
E_tot = -3129.163052 Eh
E_LUMO = -0.52 eV
structure (SMILES) = CC[C@@H](F)c1c2c(cc(C[C@@H](C)Cl)c1B(O)OC)Nc1cc(ON=O)ccc1S2.ClCCCl
orbital gap = 7.714 eV

Here are the natural (NBO) charges for atoms 1 to 8, given in e: C -0.6061; C -0.4356; C 0.1859; F -0.3603; C -0.0222; C -0.1873; C 0.1189; C -0.1735

[3]
Entry from the OMol25 dataset: a molecular structure, C56H62F3GeN5O4Rb in a non-equilibrium geometry (ωB97M-V/def2-TZVPD).

Element x y z (Å)
Rb (-1.645, -0.283, 1.263)
O (-1.486, -4.780, 0.060)
C (-2.012, -3.639, 0.027)
N (-2.623, -2.963, 0.976)
C (-2.839, -3.719, 2.204)
C (-2.435, -2.968, 3.452)
C (-1.401, -3.438, 4.258)
C (-1.074, -2.761, 5.416)
C (-1.789, -1.621, 5.747)
C (-2.794, -1.215, 4.890)
N (-3.127, -1.865, 3.771)
C (-2.041, -2.959, -1.339)
C (-1.978, -3.789, -2.461)
C (-2.117, -3.243, -3.722)
C (-2.287, -1.869, -3.841)
C (-2.289, -1.117, -2.681)
N (-2.172, -1.632, -1.456)
H (-2.317, -4.678, 2.184)
H (-3.915, -3.923, 2.298)
H (-0.848, -4.316, 3.949)
H (-0.253, -3.097, 6.037)
H (-1.556, -1.047, 6.635)
H (-3.370, -0.319, 5.108)
H (-1.827, -4.846, -2.294)
H (-2.089, -3.874, -4.602)
H (-2.397, -1.392, -4.808)
H (-2.368, -0.035, -2.730)
C (-1.223, 3.767, -1.649)
C (0.056, 3.275, -1.704)
C (0.091, 2.310, -2.876)
C (-1.165, 2.322, -3.434)
C (-2.004, 3.206, -2.702)
C (-3.438, 3.550, -2.998)
C (-4.246, 3.609, -1.693)
C (-4.078, 2.523, -3.938)
C (-3.472, 4.931, -3.674)
C (1.188, 1.389, -3.376)
C (1.560, 0.355, -2.287)
C (0.705, 0.586, -4.591)
C (2.419, 2.174, -3.862)
C (1.145, 3.868, -0.811)
C (0.502, 4.512, 0.430)
C (1.841, 4.989, -1.609)
C (2.200, 2.896, -0.275)
H (-1.591, 4.489, -0.936)
H (-1.479, 1.738, -4.283)
H (-4.156, 2.673, -1.136)
H (-5.303, 3.775, -1.915)
H (-3.904, 4.422, -1.049)
H (-4.010, 1.514, -3.527)
H (-3.592, 2.525, -4.916)
H (-5.133, 2.763, -4.086)
H (-3.020, 5.691, -3.033)
H (-4.507, 5.221, -3.878)
H (-2.924, 4.912, -4.618)
H (0.749, -0.367, -2.159)
H (1.754, 0.810, -1.321)
H (2.457, -0.194, -2.586)
H (-0.122, -0.076, -4.331)
H (1.528, -0.035, -4.952)
H (0.393, 1.242, -5.409)
H (2.842, 2.832, -3.112)
H (2.150, 2.787, -4.727)
H (3.199, 1.473, -4.168)
H (-0.048, 5.421, 0.183)
H (1.284, 4.782, 1.143)
H (-0.179, 3.817, 0.925)
H (1.110, 5.738, -1.920)
H (2.327, 4.605, -2.507)
H (2.601, 5.474, -0.989)
H (1.746, 2.147, 0.374)
H (2.914, 3.455, 0.334)
H (2.763, 2.380, -1.044)
O (-2.264, 2.162, 1.313)
N (-3.065, 1.992, 2.105)
O (2.082, -1.704, 3.617)
C (1.023, -1.694, 2.944)
O (0.024, -0.944, 3.106)
C (1.039, -2.624, 1.718)
C (1.988, -1.960, 0.718)
Ge (3.750, -1.548, 1.481)
C (4.775, -1.063, -0.169)
C (5.380, -2.019, -0.990)
C (6.016, -1.661, -2.174)
C (6.061, -0.328, -2.563)
C (5.471, 0.640, -1.761)
C (4.840, 0.272, -0.578)
C (4.597, -3.168, 2.165)
C (5.428, -3.172, 3.284)
C (5.999, -4.351, 3.743)
C (5.740, -5.551, 3.094)
C (4.904, -5.566, 1.985)
C (4.338, -4.382, 1.527)
C (4.037, 0.051, 2.567)
C (2.971, 0.797, 3.070)
C (3.198, 1.939, 3.827)
C (4.497, 2.345, 4.108)
C (5.568, 1.606, 3.622)
C (5.335, 0.471, 2.855)
H (0.038, -2.754, 1.299)
H (1.421, -3.593, 2.041)
H (1.550, -1.021, 0.360)
H (2.168, -2.566, -0.175)
H (5.356, -3.065, -0.698)
H (6.478, -2.422, -2.792)
H (6.561, -0.045, -3.483)
H (5.506, 1.683, -2.057)
H (4.391, 1.040, 0.045)
H (5.612, -2.246, 3.820)
H (6.639, -4.336, 4.617)
H (6.177, -6.473, 3.457)
H (4.681, -6.500, 1.484)
H (3.673, -4.411, 0.669)
H (1.953, 0.459, 2.911)
H (2.357, 2.502, 4.218)
H (4.673, 3.227, 4.712)
H (6.584, 1.915, 3.839)
H (6.181, -0.079, 2.452)
F (-9.411, -2.023, 1.302)
C (-9.127, -0.786, 0.861)
F (-9.730, -0.639, -0.330)
F (-9.720, 0.074, 1.712)
C (-7.646, -0.548, 0.788)
C (-6.872, -0.765, 1.915)
C (-5.510, -0.526, 1.834)
N (-4.922, -0.092, 0.717)
C (-5.675, 0.094, -0.362)
C (-7.046, -0.118, -0.382)
H (-7.315, -1.125, 2.835)
H (-4.850, -0.741, 2.670)
H (-5.160, 0.417, -1.262)
H (-7.621, 0.038, -1.283)

Properties
total charge = -1
highest occupied orbital energy (alpha / beta) = -4.892 / -4.891 eV
E_tot = -5146.499043 Eh
E_LUMO (alpha / beta) = 0.62 / 1.61 eV
orbital gap (alpha / beta) = 5.516 / 6.501 eV

Here are the Mulliken charges for atoms 1 to 8, given in e: Rb 0.5759; O -0.8557; C -0.0251; N -0.0741; C -1.3648; C 0.7828; C -0.5844; C -0.2864

[4]
Entry from the OMol25 dataset: a molecular structure, C26H41N11O6S2Zr in a non-equilibrium geometry (ωB97M-V/def2-TZVPD).

Element x y z (Å)
Zr (0.196, -0.436, -0.183)
N (-1.680, -1.584, -0.115)
C (-1.531, -2.905, -0.741)
C (-0.458, -3.629, 0.055)
N (0.735, -2.761, 0.140)
C (1.931, -3.278, -0.541)
C (1.891, -2.849, -1.999)
N (1.627, -1.403, -2.002)
H (-2.360, -1.040, -0.654)
H (-2.101, -1.718, 0.870)
H (-2.455, -3.489, -0.715)
H (-1.218, -2.777, -1.782)
H (-0.841, -3.795, 1.063)
H (-0.216, -4.595, -0.389)
H (0.944, -2.633, 1.130)
H (2.815, -2.843, -0.071)
H (2.003, -4.364, -0.463)
H (2.826, -3.112, -2.498)
H (1.076, -3.355, -2.521)
H (2.459, -0.915, -1.680)
H (1.445, -1.068, -2.939)
C (-0.306, 3.700, 0.051)
C (-1.424, 2.845, 0.649)
C (-2.434, 3.738, 1.351)
O (-2.048, 2.065, -0.390)
C (-0.859, 1.808, 1.672)
O (-0.713, 2.113, 2.822)
O (-0.638, 0.579, 1.197)
H (-0.733, 4.551, -0.481)
H (0.294, 3.115, -0.634)
H (0.341, 4.070, 0.845)
H (-2.632, 4.632, 0.759)
H (-2.023, 4.048, 2.310)
H (-3.371, 3.212, 1.529)
H (-2.638, 2.671, -0.854)
C (-0.176, 1.743, -4.129)
N (-1.501, 1.198, -3.826)
C (-2.571, 1.501, -4.604)
C (-3.797, 1.000, -4.347)
C (-3.912, 0.130, -3.227)
N (-2.843, -0.179, -2.489)
C (-1.647, 0.331, -2.763)
O (-0.592, 0.037, -2.123)
N (-5.078, -0.410, -2.881)
H (-0.281, 2.722, -4.590)
H (0.358, 1.084, -4.814)
H (0.392, 1.828, -3.208)
H (-2.384, 2.161, -5.440)
H (-4.649, 1.238, -4.965)
H (-5.908, -0.241, -3.423)
H (-5.121, -1.040, -2.098)
C (-3.851, 0.436, 2.252)
C (-3.543, -0.863, 2.911)
N (-2.937, -1.901, 2.370)
C (-2.894, -2.878, 3.342)
C (-3.482, -2.422, 4.478)
N (-3.890, -1.143, 4.188)
H (-3.356, 0.497, 1.286)
H (-3.496, 1.255, 2.879)
H (-4.928, 0.551, 2.116)
H (-2.462, -3.845, 3.148)
H (-3.654, -2.882, 5.434)
H (-4.354, -0.519, 4.826)
N (8.168, 1.125, -0.863)
C (6.863, 1.108, -0.507)
C (6.055, 2.247, -0.696)
C (4.719, 2.220, -0.386)
C (4.151, 1.051, 0.119)
C (4.935, -0.080, 0.335)
C (6.275, -0.053, 0.029)
S (2.449, 1.023, 0.500)
O (1.691, 1.018, -0.802)
O (2.062, 2.085, 1.371)
N (2.061, -0.455, 1.025)
C (1.568, -0.584, 2.325)
S (2.122, 0.302, 3.698)
C (0.970, -0.534, 4.662)
C (0.257, -1.390, 3.902)
N (0.596, -1.428, 2.569)
H (8.605, 1.992, -1.122)
H (8.776, 0.368, -0.605)
H (6.505, 3.152, -1.083)
H (4.102, 3.101, -0.516)
H (4.483, -0.965, 0.766)
H (6.889, -0.926, 0.210)
H (0.885, -0.336, 5.717)
H (-0.534, -2.031, 4.258)

Properties
total charge = +2
highest occupied orbital energy = -12.736 eV
E_tot = -2912.364514 Eh
E_LUMO = -4.63 eV
orbital gap = 8.103 eV

Here are the Mulliken charges for atoms 1 to 8, given in e: Zr -0.0590; N -0.3747; C -0.2061; C -1.1894; N 0.1988; C -0.6874; C -0.7366; N -0.2089

[5]
Entry from the OMol25 dataset: a molecular structure, C3H4N2O3 in a non-equilibrium geometry (ωB97M-V/def2-TZVPD).

Element x y z (Å)
C (2.112, -0.346, -0.201)
C (-1.207, -0.371, -0.216)
C (-1.396, 1.033, -0.563)
H (2.223, -1.756, -0.469)
H (0.354, 1.129, 0.830)
H (-0.307, -1.559, 1.357)
H (-1.979, 1.268, -1.478)
N (0.946, 0.019, 0.689)
N (-0.156, -0.876, 0.320)
O (2.906, 0.631, -0.430)
O (-2.220, -1.112, -0.258)
O (-1.275, 1.941, 0.418)

Properties
total charge = 0
highest occupied orbital energy = -10.178 eV
E_tot = -451.734220 Eh
E_LUMO = -1.53 eV
orbital gap = 8.650 eV

Here are the natural (NBO) charges for atoms 1 to 8, given in e: C 0.5133; C 0.4990; C 0.3403; H 0.1719; H 0.4573; H 0.4365; H 0.1976; N -0.5619

[6]
Entry from the OMol25 dataset: a molecular structure, C48H58BrFKN4O6PS in a non-equilibrium geometry (ωB97M-V/def2-TZVPD).

Element x y z (Å)
K (0.233, 0.049, 0.298)
C (4.420, 6.363, 3.643)
C (4.656, 6.075, 2.156)
C (6.161, 6.115, 1.897)
C (4.006, 7.196, 1.334)
C (4.036, 4.730, 1.772)
C (2.664, 4.521, 1.934)
C (2.104, 3.316, 1.590)
Br (0.228, 3.083, 1.799)
C (2.836, 2.196, 1.082)
O (2.241, 1.077, 0.865)
C (4.218, 2.441, 0.862)
C (4.762, 3.673, 1.240)
C (5.191, 1.399, 0.276)
C (4.535, 0.165, -0.355)
C (6.124, 0.912, 1.392)
C (6.039, 2.053, -0.827)
H (4.858, 7.327, 3.922)
H (4.867, 5.585, 4.266)
H (3.354, 6.396, 3.875)
H (6.553, 7.094, 2.188)
H (6.394, 5.959, 0.842)
H (6.697, 5.355, 2.470)
H (4.420, 8.171, 1.611)
H (2.927, 7.232, 1.492)
H (4.175, 7.038, 0.267)
H (2.021, 5.301, 2.326)
H (5.826, 3.802, 1.099)
H (4.004, -0.443, 0.369)
H (5.333, -0.433, -0.810)
H (3.820, 0.423, -1.136)
H (5.553, 0.414, 2.179)
H (6.668, 1.743, 1.849)
H (6.852, 0.197, 0.997)
H (5.403, 2.464, -1.613)
H (6.694, 1.301, -1.277)
H (6.672, 2.861, -0.453)
O (1.719, -0.201, 3.340)
H (0.780, -0.382, 3.220)
H (2.005, 0.212, 2.502)
F (0.133, 2.317, -2.565)
N (-2.357, 1.470, -3.109)
C (-3.347, 2.351, -3.029)
C (-4.601, 1.720, -3.086)
C (-4.290, 0.377, -3.208)
N (-2.959, 0.277, -3.208)
H (-0.705, 1.937, -2.803)
H (-3.106, 3.398, -2.925)
H (-5.581, 2.163, -3.049)
H (-4.871, -0.524, -3.321)
C (1.715, -3.110, 1.091)
C (0.297, -3.101, 0.529)
O (-0.454, -4.046, 0.846)
O (-0.004, -2.133, -0.225)
H (2.181, -4.068, 0.849)
H (1.695, -3.025, 2.179)
H (2.330, -2.304, 0.690)
C (1.764, -5.437, -4.463)
C (1.172, -5.544, -3.065)
C (0.870, -4.204, -2.412)
N (-0.415, -3.654, -2.811)
C (-0.620, -2.679, -3.705)
S (0.631, -1.928, -4.577)
N (-1.929, -2.247, -3.783)
C (-2.946, -3.055, -4.054)
O (-4.138, -2.731, -3.873)
C (-2.744, -4.428, -4.673)
C (-1.857, -4.644, -5.722)
C (-1.757, -5.900, -6.306)
C (-2.522, -6.959, -5.831)
C (-3.408, -6.746, -4.781)
C (-3.531, -5.481, -4.223)
H (1.922, -6.425, -4.903)
H (2.724, -4.914, -4.444)
H (1.119, -4.863, -5.128)
H (1.853, -6.095, -2.409)
H (0.245, -6.129, -3.102)
H (1.632, -3.460, -2.653)
H (0.833, -4.321, -1.329)
H (-1.152, -3.756, -2.129)
H (-2.440, -0.604, -3.376)
H (-1.242, -3.822, -6.071)
H (-1.065, -6.054, -7.125)
H (-2.425, -7.943, -6.273)
H (-4.008, -7.565, -4.401)
H (-4.244, -5.289, -3.431)
O (-1.388, -0.405, 2.071)
P (-2.863, -0.131, 2.035)
C (-3.785, -1.012, 0.787)
C (-3.146, -2.037, 0.092)
C (-3.876, -2.761, -0.845)
C (-5.208, -2.481, -1.081)
C (-5.855, -1.481, -0.355)
C (-5.144, -0.751, 0.581)
C (-3.248, 1.610, 1.786)
C (-3.628, 2.085, 0.530)
C (-3.808, 3.449, 0.327)
C (-3.606, 4.339, 1.368)
C (-3.210, 3.877, 2.617)
C (-3.025, 2.521, 2.824)
C (-3.593, -0.644, 3.606)
C (-4.692, -0.042, 4.209)
C (-5.209, -0.559, 5.392)
C (-4.632, -1.679, 5.972)
C (-3.534, -2.283, 5.372)
C (-3.012, -1.769, 4.195)
H (-2.089, -2.257, 0.243)
H (-3.378, -3.533, -1.415)
H (-5.734, -3.015, -1.861)
H (-6.897, -1.256, -0.542)
H (-5.647, 0.035, 1.133)
H (-3.765, 1.413, -0.307)
H (-4.084, 3.802, -0.657)
H (-3.730, 5.403, 1.204)
H (-3.015, 4.575, 3.421)
H (-2.682, 2.175, 3.792)
H (-5.145, 0.836, 3.766)
H (-6.062, -0.082, 5.858)
H (-5.035, -2.080, 6.894)
H (-3.078, -3.157, 5.820)
H (-2.152, -2.238, 3.732)

Properties
total charge = -2
highest occupied orbital energy = -2.609 eV
E_tot = -6547.982306 Eh
E_LUMO = 3.70 eV
orbital gap = 6.310 eV

Here are the Mulliken charges for atoms 1 to 8, given in e: K 1.2350; C -1.7394; C 2.1425; C -2.1635; C -1.6973; C 0.0216; C -0.1498; C 0.1247